No. 1
C3H6O3V as an isolated structure. Source: the OMol25 dataset; level of theory: ωB97M-V/def2-TZVPD.

Each line ends with the Löwdin charge.
Geometry (Å):
1 H -2.504 -0.193 0.449  0.26
2 O -0.442 -0.197 0.238  0.13
3 V -2.625 -1.119 -2.468  1.57
4 O -0.864 -0.678 -1.941  0.05
5 C -1.110 -0.711 -0.731  -0.57
6 O -2.414 -0.679 -0.457  0.09
7 C 0.918 0.303 -0.026  -0.12
8 C 1.566 0.578 1.301  -0.03
9 H 1.434 -0.473 -0.601  0.15
10 H 0.805 1.206 -0.637  0.15
11 H 1.723 -0.350 1.866  0.10
12 H 2.545 1.036 1.109  0.11
13 H 0.968 1.277 1.898  0.10

total charge	+2
orbital gap (spin up / spin down)	8.21 / 8.86	eV
E_HOMO (spin up / spin down)	-19.55 / -19.55	eV
multiplicity	4

---

No. 2
C3H6O4Tl as an isolated structure. Source: the OMol25 dataset; level of theory: ωB97M-V/def2-TZVPD.

Each line ends with the Löwdin charge.
Geometry (Å):
1 O 1.642 -1.049 -1.289  -0.09
2 C 1.376 -1.335 0.068  -0.36
3 C 0.083 -0.669 0.488  -0.14
4 H 2.521 -1.364 -1.517  0.07
5 H 2.197 -0.968 0.706  0.11
6 H 1.293 -2.422 0.233  0.09
7 H 0.234 -0.418 1.554  0.09
8 H -0.701 -1.404 0.741  0.02
9 O 0.025 1.711 0.538  -0.16
10 C -1.045 2.346 0.159  -0.98
11 O -2.024 2.482 0.975  -0.26
12 O -1.393 2.248 -1.083  -0.38
13 Tl -3.407 1.410 -0.983  0.79
14 H -0.801 -0.567 -0.591  0.20

total charge	-1
orbital gap	6.09	eV
E_HOMO	-3.23	eV
multiplicity	1

---

No. 3
An isolated ion of composition C3H6O5P and charge -1. Source: the OMol25 dataset; level of theory: ωB97M-V/def2-TZVPD.

Each line ends with the Löwdin charge.
Geometry (Å):
1 O -1.593 1.809 -1.408  -0.06
2 C -1.346 1.133 -0.299  -0.11
3 C -1.549 -0.464 -0.125  -0.30
4 O -1.573 -1.195 -1.323  -0.09
5 C -0.259 -0.567 0.800  -0.18
6 O 0.659 0.533 0.553  -0.36
7 P 2.229 0.244 0.156  0.23
8 O 2.759 1.539 -0.204  -0.37
9 O 3.074 -0.558 1.179  -0.46
10 H -0.954 1.674 0.602  0.13
11 H -2.444 -0.869 0.319  0.13
12 H -0.894 -0.821 -2.069  0.18
13 H -0.649 -0.428 1.890  0.14
14 H 0.443 -1.366 0.858  0.09
15 H 2.097 -0.662 -0.928  0.02

total charge	-1
SMILES	O=C[C@@H](O)CO[P@@H](=O)[O-]
orbital gap	8.34	eV
E_HOMO	-4.99	eV
multiplicity	1

---

No. 4
One molecule with the formula C3H6OS. Source: the OMol25 dataset; level of theory: ωB97M-V/def2-TZVPD.

Each line ends with the Löwdin charge.
Geometry (Å):
1 C -0.569 -0.084 1.224  -0.09
2 C 0.057 0.861 0.220  -0.22
3 O -0.150 0.308 -1.100  -0.15
4 C 0.611 -0.619 -1.611  -0.78
5 S 0.559 -0.937 -3.193  0.68
6 H -0.430 0.341 2.229  0.08
7 H -1.636 -0.289 1.069  0.08
8 H -0.074 -1.097 1.243  0.09
9 H -0.514 1.762 0.224  0.11
10 H 1.017 1.100 0.625  0.11
11 H 1.129 -1.346 -0.930  0.09

total charge	0
SMILES	CCOC=S
orbital gap	9.12	eV
E_HOMO	-8.69	eV
multiplicity	1

---

No. 5
A 2-piece molecular cluster, C3H6OS overall. Source: the OMol25 dataset; level of theory: ωB97M-V/def2-TZVPD.

Each line ends with the Löwdin charge.
Geometry (Å):
1 C 1.776 0.359 0.242  -0.77
2 C -0.764 -0.441 -0.131  -0.11
3 C 0.457 0.452 -0.442  -0.31
4 O 3.005 0.861 -0.122  -0.38
5 S 3.025 -0.800 0.223  0.89
6 H 1.295 0.626 1.801  0.20
7 H -1.463 -0.232 -0.976  0.08
8 H -1.315 -0.243 0.824  0.07
9 H -0.409 -1.593 -0.103  0.12
10 H 0.000 1.351 -0.236  0.07
11 H 0.845 0.424 -1.560  0.16

total charge	0
orbital gap	9.08	eV
E_HOMO	-8.96	eV
multiplicity	1

---

No. 6
A 2-piece molecular cluster, C3H6OS overall. Source: the OMol25 dataset; level of theory: ωB97M-V/def2-TZVPD.

Each line ends with the Löwdin charge.
Geometry (Å):
1 C -0.861 0.711 0.086  -0.57
2 C 0.398 0.167 -0.746  -0.33
3 C 1.553 -0.234 0.323  -0.28
4 H -2.747 -0.950 1.079  -0.07
5 H -1.696 1.445 -0.341  0.08
6 H -0.147 0.784 1.206  0.14
7 H 0.557 -1.076 -1.474  0.23
8 H 0.880 1.144 -1.290  0.14
9 H 1.466 -0.324 1.511  0.15
10 O 2.515 -0.864 -0.171  -0.05
11 S -1.919 -0.802 -0.183  0.56

total charge	0
orbital gap	9.50	eV
E_HOMO	-9.22	eV
multiplicity	1